Formula: C2H2N2O2
Source: OMol25
Level of theory: the ωB97M-V functional and the def2-TZVPD basis

Summary:
relative energy (zero: lowest compared OMol25 entry of this formula, charge and spin): 404.4 kJ/mol
energy: -9177.5950 eV
Kohn-Sham gap: 10.5 eV
structure (SMILES): Oc1conn1

```
! RIJCOSX wB97M-V def2-TZVPD def2/J DEFGRID3
* xyz 0 1
O 1.693 -0.452 -0.154
C 0.391 -0.278 0.006
C -0.404 0.774 0.063
O -1.688 0.113 -0.113
N -1.494 -1.105 -0.027
N -0.240 -1.380 0.026
H 2.177 0.317 0.342
H -0.434 2.011 -0.144
*
```